# 1
{"formula": "C17H27CoFNO2P2", "method": "ωB97M-V with the def2-TZVPD basis set", "symbols": ["Co", "P", "C", "C", "N", "C", "C", "C", "C", "C", "P", "H", "H", "H", "H", "H", "H", "H", "H", "O", "H", "H", "O", "H", "C", "H", "H", "H", "C", "H", "H", "H", "C", "H", "H", "H", "C", "H", "H", "H", "F", "C", "C", "C", "C", "C", "C", "H", "H", "H", "H"], "coordinates": [[-0.0568, 0.2570, 0.2148], [1.8301, -0.4828, 0.8027], [1.5333, -2.2469, 0.2970], [0.0950, -2.4812, -0.0954], [-0.6725, -1.3926, -0.3407], [-1.8938, -1.3890, -0.9265], [-2.5332, -2.6121, -1.0215], [-1.8407, -3.7603, -0.6291], [-0.5035, -3.7286, -0.2213], [-2.4797, -0.0518, -1.3195], [-1.1166, 1.1864, -1.5521], [0.1053, -4.6027, 0.0281], [-3.5506, -2.6247, -1.4017], [-2.2987, -4.7315, -0.7563], [-3.0213, -0.1365, -2.2734], [-3.1680, 0.3473, -0.5522], [2.1539, -2.4337, -0.5496], [1.8975, -2.9202, 1.1176], [2.1663, -1.5495, -2.9078], [2.3281, -2.4883, -3.0976], [3.2642, -2.6185, -2.7898], [1.3314, 1.0394, -2.3175], [2.1958, 0.7480, -2.5456], [2.3701, 1.1970, -3.3791], [-0.7778, 1.0616, -3.3558], [-1.7411, 0.8962, -3.8615], [-0.3621, 2.0296, -3.7095], [-0.1412, 0.1812, -3.6044], [-1.7269, 2.8603, -1.2555], [-0.9208, 3.5293, -1.5963], [-2.6373, 3.0218, -1.8480], [-1.9196, 3.0011, -0.1794], [2.0254, -0.6023, 2.6025], [2.7279, -1.4203, 2.8299], [2.4163, 0.3401, 3.0103], [1.0573, -0.7947, 3.0825], [3.4450, 0.0764, 0.1944], [3.7281, 1.0103, 0.7159], [4.2023, -0.7233, 0.2930], [3.3550, 0.3207, -0.8738], [-1.5530, 2.9984, 5.2909], [-1.2433, 2.5054, 4.0548], [-2.0228, 1.4531, 3.5883], [-1.6774, 0.9026, 2.3412], [-0.5905, 1.4337, 1.6578], [0.1617, 2.5004, 2.1220], [-0.1767, 3.0515, 3.3577], [-2.8627, 1.0566, 4.1494], [-2.2423, 0.0576, 1.9122], [0.9782, 2.8599, 1.5198], [0.3629, 3.8687, 3.7781]], "lowdin_charge": [0.2882, 0.8278, -0.2214, -0.2665, -0.0398, -0.2879, 0.0064, -0.0075, 0.0162, -0.2327, 0.8440, 0.1333, 0.1277, 0.1196, 0.0990, 0.1088, 0.0613, 0.1174, -0.0046, -0.0767, 0.0684, -0.0586, -0.0588, 0.0740, -0.2437, 0.0513, 0.0660, 0.0592, -0.2315, 0.0611, 0.0596, 0.0480, -0.2284, 0.0579, 0.0583, 0.0555, -0.2308, 0.0653, 0.0630, 0.0094, 0.0456, -0.2579, 0.0005, -0.1234, -0.3258, -0.1178, -0.0006, 0.1192, 0.0943, 0.0952, 0.1129], "e_homo_ev": [-10.25, -11.30], "total_charge": 1, "spin_multiplicity": 4, "homo_lumo_gap_ha": [0.2712, 0.2857]}

=====

# 2
{"formula": "CH5S2", "method": "ωB97M-V with the def2-TZVPD basis set", "symbols": ["S", "H", "C", "S", "H", "H", "H", "H"], "coordinates": [[0.4033, 0.1590, 2.7355], [0.7869, 1.4321, 2.9178], [-0.0630, -0.5386, -1.3664], [-0.9167, 0.8156, -0.4718], [-0.8078, -1.2840, -1.6561], [0.6185, -0.9918, -0.6546], [0.3427, -0.1308, -2.2878], [-0.3638, 0.5385, 0.7835]], "lowdin_charge": [-0.1853, -0.4284, -0.5185, 0.4611, -0.0013, 0.0096, -0.0032, -0.3340], "e_homo_ev": -2.97, "total_charge": -1, "homo_lumo_gap_ha": 0.2471}

=====

# 3
{"formula": "H22O11", "method": "ωB97M-V with the def2-TZVPD basis set", "symbols": ["O", "H", "H", "O", "H", "H", "O", "H", "H", "O", "H", "H", "O", "H", "H", "O", "H", "H", "O", "H", "H", "O", "H", "H", "O", "H", "H", "O", "H", "H", "O", "H", "H"], "coordinates": [[-2.4597, -1.1222, -1.5777], [-3.2157, -1.0120, -2.1544], [-2.2076, -0.2301, -1.3394], [-2.3907, 1.5331, -0.6640], [-2.5037, 2.3807, -0.2337], [-1.5044, 1.5632, -1.0242], [0.0689, 1.4731, -2.6209], [0.8235, 1.0984, -3.0752], [0.2079, 2.4191, -2.6647], [2.6648, 0.4414, -3.1086], [3.5951, 0.6461, -3.0140], [2.5478, -0.3744, -2.6218], [0.1845, -0.1192, 0.2859], [0.8916, -0.2024, 0.9258], [0.5165, -0.5584, -0.4971], [-1.5398, -3.5214, -0.4273], [-1.0165, -4.0483, -1.0312], [-1.5875, -2.6593, -0.8404], [-0.0290, -0.0822, 4.6813], [0.8476, 0.2669, 4.8426], [-0.1154, -0.0830, 3.7280], [-1.5685, -0.1969, 2.3715], [-1.1475, 0.0726, 1.5552], [-2.4906, -0.3087, 2.1403], [1.7912, 2.8091, 3.0230], [1.8237, 2.4516, 3.9104], [1.7357, 2.0397, 2.4562], [-0.1677, -1.7420, -2.9545], [-1.0025, -1.7174, -2.4868], [-0.3602, -1.3569, -3.8094], [2.2484, 0.2778, 2.2033], [2.4426, -0.6200, 2.4726], [2.9169, 0.4822, 1.5495]], "lowdin_charge": [-0.0322, 0.0910, 0.0081, -0.0378, 0.0651, 0.0021, -0.0492, -0.0076, 0.0521, -0.0336, 0.0556, 0.0374, 0.0058, 0.0088, 0.0567, 0.0650, 0.0668, -0.0131, 0.1627, 0.0761, 0.0157, 0.1930, 0.0321, 0.1170, -0.0368, 0.0248, -0.0238, -0.0513, -0.0362, 0.0496, -0.0334, 0.0831, 0.0862], "e_homo_ev": [-14.28, -13.75], "total_charge": 1, "spin_multiplicity": 2, "homo_lumo_gap_ha": [0.4022, 0.1053]}

=====

# 4
{"formula": "C46H42BrN4P2S2Se3TeY", "method": "ωB97M-V with the def2-TZVPD basis set", "symbols": ["Y", "C", "S", "C", "C", "C", "N", "P", "C", "C", "C", "C", "C", "C", "C", "C", "C", "C", "C", "C", "P", "C", "C", "C", "C", "C", "C", "C", "C", "C", "C", "C", "C", "H", "H", "H", "H", "H", "H", "H", "H", "H", "H", "H", "H", "H", "H", "H", "H", "H", "H", "H", "H", "H", "H", "H", "H", "H", "H", "H", "H", "H", "Se", "Se", "Te", "Se", "Br", "C", "C", "C", "C", "C", "N", "H", "H", "H", "H", "N", "C", "C", "C", "C", "C", "C", "C", "C", "C", "H", "H", "H", "H", "S", "C", "C", "C", "C", "N", "H", "H", "H", "H", "H"], "coordinates": [[0.5354, -0.1383, -0.8303], [1.8265, 4.5574, 7.0838], [2.9943, 4.2650, 5.7429], [1.8246, 3.6455, 4.5084], [2.5466, 3.2607, 3.2303], [1.5891, 2.7161, 2.1769], [0.7991, 1.5571, 2.6485], [1.5136, 0.0444, 2.0340], [3.1312, 0.0917, 2.8552], [4.2716, -0.1536, 2.0989], [5.5251, -0.1129, 2.6936], [5.6443, 0.1809, 4.0427], [4.5098, 0.4365, 4.8029], [3.2608, 0.3931, 4.2114], [0.6377, -1.3124, 2.6890], [1.0814, -2.1495, 3.7352], [0.6954, -3.4576, 3.8427], [-0.0641, -4.0185, 2.7710], [-0.5839, -3.2636, 1.7852], [-0.4934, -1.7698, 1.8205], [-0.7457, 1.5319, 1.8413], [-1.4052, 3.1392, 2.3917], [-1.4727, 3.5008, 3.7358], [-1.9930, 4.7302, 4.0964], [-2.4501, 5.6067, 3.1198], [-2.3892, 5.2509, 1.7818], [-1.8681, 4.0170, 1.4177], [-1.7876, 0.3408, 2.8487], [-1.3251, 0.0880, 4.2593], [-2.1704, -0.5985, 5.0195], [-3.4511, -0.9874, 4.3545], [-4.0509, 0.1977, 3.6703], [-3.2123, 0.8715, 2.8968], [2.3803, 4.9588, 7.9295], [1.3436, 3.6295, 7.3880], [1.0674, 5.2800, 6.7862], [1.0745, 4.4151, 4.3076], [1.3100, 2.7729, 4.9159], [3.3329, 2.5383, 3.4549], [3.0385, 4.1377, 2.8001], [2.1590, 2.4584, 1.2720], [0.9103, 3.5258, 1.8917], [4.1749, -0.3649, 1.0396], [6.4091, -0.2974, 2.0964], [6.6229, 0.2252, 4.5032], [4.6033, 0.6863, 5.8521], [2.3753, 0.6217, 4.7916], [1.8029, -1.7653, 4.4442], [1.0669, -4.0851, 4.6414], [-0.2021, -5.0944, 2.7300], [-1.1013, -3.7164, 0.9465], [-0.3026, -1.4449, 0.7705], [-1.1190, 2.8147, 4.4946], [-2.0480, 5.0071, 5.1417], [-2.8565, 6.5683, 3.4060], [-2.7478, 5.9305, 1.0199], [-1.8187, 3.7251, 0.3737], [-0.3447, 0.4112, 4.5706], [-1.9503, -0.9208, 6.0270], [-4.1409, -1.5219, 5.0035], [-5.1057, 0.4168, 3.7513], [-3.5146, 1.7085, 2.2855], [-0.1697, -2.6917, -2.1000], [-2.3648, -2.3776, -2.7972], [-3.6324, -2.5995, -0.6496], [-2.6595, -0.4789, 0.3011], [2.6348, 2.6278, -1.5655], [3.2957, 1.0510, -2.4194], [4.4651, 1.1294, -3.1137], [4.9668, -0.0301, -3.7333], [4.1755, -1.1860, -3.5944], [3.0150, -1.1656, -2.8778], [2.5169, -0.0484, -2.2265], [4.9816, 2.0762, -3.1742], [5.8858, -0.0181, -4.2972], [4.4639, -2.1152, -4.0691], [2.3978, -2.0505, -2.8089], [-4.7734, 7.2819, -5.6505], [-4.1705, 6.4529, -5.1266], [-3.4247, 5.4287, -4.4789], [-3.5834, 4.0959, -4.8665], [-2.8626, 3.1057, -4.2338], [-1.9689, 3.4200, -3.2009], [-1.8156, 4.7627, -2.8256], [-2.5337, 5.7578, -3.4543], [-1.2385, 2.3959, -2.5384], [-0.6245, 1.5169, -1.9581], [-4.2738, 3.8477, -5.6610], [-2.9807, 2.0708, -4.5231], [-1.1175, 5.0082, -2.0363], [-2.4113, 6.7920, -3.1616], [-2.9944, -2.1685, 2.9980], [-1.8890, -1.0547, 2.0859], [3.5443, -4.6255, 1.7364], [2.8343, -4.5284, 0.3854], [2.4197, -3.1684, 0.1206], [2.1216, -2.0765, -0.0540], [3.8466, -5.6559, 1.9184], [2.8752, -4.3041, 2.5341], [4.4322, -3.9946, 1.7540], [1.9261, -5.1355, 0.3724], [3.4694, -4.8518, -0.4421]], "lowdin_charge": [0.9406, -0.4346, 0.7958, -0.5263, -0.2571, -0.3081, -0.4330, 0.9302, -0.3439, -0.0841, -0.0821, -0.0883, -0.0828, -0.1268, -0.4071, -0.1354, -0.1526, -0.1472, -0.1590, -0.4539, 1.0073, -0.3740, -0.0913, -0.0794, -0.0861, -0.0777, -0.0881, -0.5684, -0.1031, -0.0946, -0.4959, -0.1075, -0.1761, 0.0221, 0.0317, 0.0287, 0.0740, 0.0587, 0.0756, 0.1164, 0.0398, 0.0993, 0.0957, 0.1013, 0.0981, 0.1031, 0.1065, 0.0884, 0.0783, 0.1004, 0.0581, -0.0407, 0.1027, 0.1027, 0.0993, 0.1013, 0.0951, 0.0932, 0.1079, 0.1015, 0.1109, 0.0992, -0.0667, -0.2313, 0.4038, 0.4197, 0.7282, -0.7628, -0.1806, -0.1426, -0.1307, -0.2246, -0.1727, 0.0824, 0.0719, 0.0888, 0.0111, 0.1374, -0.2048, -0.2503, -0.0285, -0.0176, -0.2493, -0.0290, -0.0326, -0.1661, -0.1877, 0.1162, 0.1202, 0.1125, 0.1148, 0.9365, -0.8307, -0.0749, -0.1932, -0.1862, 0.1073, 0.0739, 0.0577, 0.0776, 0.1222, 0.1214], "e_homo_ev": [-2.33, -4.00], "total_charge": -1, "spin_multiplicity": 2, "homo_lumo_gap_ha": [0.1583, 0.2198]}

=====

# 5
{"formula": "C31H27BF7N2PRe", "method": "ωB97M-V with the def2-TZVPD basis set", "symbols": ["Re", "N", "C", "C", "C", "C", "C", "C", "P", "C", "C", "C", "C", "C", "C", "C", "C", "C", "C", "C", "C", "H", "H", "H", "H", "H", "H", "H", "H", "H", "H", "H", "H", "H", "H", "H", "H", "F", "C", "F", "F", "C", "C", "C", "N", "C", "C", "H", "H", "H", "H", "C", "C", "C", "C", "C", "C", "C", "H", "H", "H", "H", "H", "H", "H", "F", "B", "F", "F", "F"], "coordinates": [[0.3796, 0.5055, -1.2020], [-0.7862, -1.0762, -2.2040], [-1.3298, -2.1701, -1.3962], [-2.0853, -3.1601, -2.0031], [-2.5636, -4.2169, -1.2464], [-2.2801, -4.2932, 0.1150], [-1.5345, -3.2973, 0.7195], [-1.0662, -2.2224, -0.0389], [-0.0205, -0.9475, 0.6822], [-0.7534, -0.3568, 2.1967], [0.0382, 0.3538, 3.1073], [-0.4921, 0.7193, 4.3331], [-1.8176, 0.4175, 4.6342], [-2.6214, -0.2241, 3.7006], [-2.0986, -0.6074, 2.4748], [1.5441, -1.8005, 0.9782], [2.0865, -2.0359, 2.2384], [3.2810, -2.7392, 2.3497], [3.9233, -3.2181, 1.2160], [3.3794, -2.9903, -0.0452], [2.1985, -2.2760, -0.1633], [-0.1443, -1.4721, -2.8871], [-1.5345, -0.6653, -2.7648], [-2.2928, -3.1118, -3.0678], [-3.1506, -4.9922, -1.7232], [-2.6403, -5.1297, 0.7004], [-1.3101, -3.3536, 1.7791], [1.0701, 0.5987, 2.8710], [0.1292, 1.2299, 5.0600], [-2.2228, 0.6953, 5.5995], [-3.6603, -0.4333, 3.9270], [-2.7292, -1.1084, 1.7510], [1.5815, -1.6974, 3.1337], [3.7067, -2.9174, 3.3307], [4.8484, -3.7743, 1.3110], [3.8716, -3.3752, -0.9293], [1.7740, -2.1138, -1.1519], [4.5159, 5.3579, 1.6258], [4.5122, 4.0954, 2.0489], [4.1459, 4.0816, 3.3349], [5.7426, 3.5987, 1.9512], [3.5209, 3.2774, 1.2397], [3.9314, 2.1896, 0.4903], [2.9772, 1.4677, -0.1900], [1.6626, 1.7854, -0.1402], [1.2784, 2.8703, 0.5717], [2.1797, 3.6348, 1.2708], [4.9738, 1.9099, 0.4321], [3.2585, 0.6152, -0.7977], [0.2241, 3.1116, 0.5636], [1.8468, 4.5013, 1.8280], [-1.3847, 1.6690, -1.1632], [-2.5521, 1.1516, -1.9423], [-2.5524, 1.2173, -3.3320], [-3.6571, 0.7880, -4.0577], [-4.7814, 0.3109, -3.3960], [-4.7741, 0.2066, -2.0162], [-3.6589, 0.6202, -1.2931], [-1.6146, 1.8262, -0.0989], [-0.9724, 2.5821, -1.6088], [-1.6870, 1.6283, -3.8500], [-3.6483, 0.8442, -5.1395], [-5.6684, 0.0448, -3.9571], [-5.6435, -0.1838, -1.4979], [-3.6618, 0.5599, -0.2056], [0.4278, 2.5528, -4.6542], [1.4211, 2.7265, -3.8053], [1.1562, 0.5330, -2.9029], [2.6791, 2.5697, -4.1429], [1.1247, 3.1127, -2.5512]], "lowdin_charge": [1.4409, -0.0265, -0.2771, 0.0020, -0.0220, -0.0307, -0.0571, -0.3060, 0.9967, -0.3551, -0.1059, -0.0431, -0.0290, -0.0379, -0.0775, -0.3511, -0.0625, -0.0388, -0.0364, -0.0467, -0.1142, 0.1214, 0.0818, 0.1333, 0.1264, 0.1248, 0.1261, 0.1066, 0.1224, 0.1246, 0.1237, 0.1052, 0.1039, 0.1228, 0.1234, 0.1210, 0.0928, 0.1876, -0.6002, 0.1742, 0.1755, -0.0533, 0.0590, -0.0738, -0.1337, -0.0794, 0.0531, 0.1426, 0.1245, 0.1192, 0.1490, -0.1985, -0.3379, -0.0682, -0.0459, -0.0564, -0.0522, -0.0452, 0.0838, 0.0788, 0.1116, 0.1198, 0.1184, 0.1173, 0.1099, 0.2782, -0.8839, -0.3527, 0.2976, 0.1990], "e_homo_ev": [-14.36, -14.32], "total_charge": 2, "spin_multiplicity": 2, "homo_lumo_gap_ha": [0.2336, 0.2448]}

=====

# 6
{"formula": "C5H8ClN2", "method": "ωB97M-V with the def2-TZVPD basis set", "symbols": ["C", "C", "C", "C", "C", "N", "N", "Cl", "H", "H", "H", "H", "H", "H", "H", "H"], "coordinates": [[-0.6807, -0.4199, 1.0007], [-0.2135, -1.2536, -0.1783], [1.0165, 0.4715, -0.2631], [-0.6978, -2.5544, -0.5249], [2.0921, 1.4351, -0.4435], [0.0965, 0.6424, 0.8496], [0.8307, -0.6662, -0.7771], [-3.0607, 0.6771, -0.2006], [-1.2813, -0.6602, 1.8516], [-1.3182, -3.1698, -0.1018], [-0.0149, -3.0422, -1.1805], [-3.7333, 1.8418, -0.0833], [2.4934, 1.7313, 0.5869], [2.7838, 1.1099, -1.2231], [1.5721, 2.3724, -0.7400], [0.1153, 1.4848, 1.4274]], "lowdin_charge": [-0.0003, -0.2878, -0.3223, 0.2929, 0.0143, 0.1455, 0.1688, 0.3412, 0.1348, 0.0296, 0.0914, -0.1372, 0.1281, 0.1073, 0.1091, 0.1846], "e_homo_ev": -14.23, "total_charge": 1, "homo_lumo_gap_ha": 0.3037}